# 1
Molecular formula: C2H4O4S
Method: DFT, wB97M-V/def2-TZVPD

XYZ file:
```
11
Properties=species:S:1:pos:R:3
S 2.16156 -0.04956 0.06558
O 1.64890 -1.41046 0.00757
O -0.75910 -0.90203 -0.97445
O 3.57165 0.16351 0.01410
O -0.65715 -0.45057 1.24095
C -0.74836 -0.01875 -0.00205
C 1.08131 0.95899 -0.47272
H 0.01382 -1.53466 -1.17378
H -0.28380 -1.37100 1.18026
H -1.48958 0.80574 -0.05734
H 1.36822 2.06391 -0.56536
```

## Properties
E_HOMO in Eh: -0.3536
Total energy in eV: -21159.588
Spin multiplicity: 1
Gap between HOMO and LUMO in eV: 9.186

Population analysis type Löwdin, resulting atomic charges in e: S 0.69; O -0.39; O 0.02; O -0.33; O 0.05; C -0.39; C -0.17; H 0.16; H 0.14; H 0.16; H 0.06



# 2
Molecular formula: C2H4ORh
Method: DFT, wB97M-V/def2-TZVPD

XYZ file:
```
8
Properties=species:S:1:pos:R:3
Rh -1.04426 -0.03891 1.12536
O 0.62834 -0.14498 0.14611
C 1.21795 0.19759 -0.86743
C 0.63560 0.81774 -2.06389
H 0.20586 1.80238 -1.85631
H -0.12278 0.13573 -2.47927
H 2.28266 -0.15845 -1.06832
H 1.48883 0.78976 -2.81460
```

## Properties
E_HOMO (spin up / spin down) in Eh: -0.6779 / -0.8698
Total energy in eV: -7165.348
Expectation value of S²: 8.76
Total charge: +2
Spin multiplicity: 6
Gap between HOMO and LUMO (spin up / spin down) in eV: 6.820 / 7.743

Population analysis type Löwdin, resulting atomic charges in e: Rh 1.46; O -0.14; C -0.07; C 0.06; H 0.14; H 0.15; H 0.24; H 0.16



# 3
Molecular formula: C2H4OS2
Method: DFT, wB97M-V/def2-TZVPD

XYZ file:
```
9
Properties=species:S:1:pos:R:3
S -1.75778 -1.16354 0.29159
S 1.45882 -0.68295 0.68021
O 1.86464 -1.41297 -0.52750
C 0.27689 0.67716 0.01680
C -1.15085 0.25401 -0.17961
H 0.19402 -1.28552 1.10290
H 0.64505 0.89239 -1.02770
H -1.84825 0.90435 -0.76477
H 0.31746 1.81707 0.40808
```

## Properties
E_HOMO in Eh: -0.3245
Total energy in eV: -25854.020
Spin multiplicity: 1
Gap between HOMO and LUMO in eV: 8.187

Population analysis type Löwdin, resulting atomic charges in e: S 0.73; S 0.80; O -0.61; C -0.44; C -0.69; H -0.09; H 0.09; H 0.07; H 0.14



# 4
Molecular formula: C2H4OS2
Method: DFT, wB97M-V/def2-TZVPD

XYZ file:
```
9
Properties=species:S:1:pos:R:3
S -0.55906 -2.27935 -1.20413
S -0.34193 -0.48380 1.19291
O 0.14293 -2.19975 -2.50789
C -0.04876 -0.93240 -0.38479
C -0.11928 1.32058 1.03279
H -0.92367 1.71509 1.60848
H -0.06989 1.34138 -0.01563
H 0.81309 1.46201 1.42839
H 1.10658 0.05624 -1.15014
```

## Properties
E_HOMO (spin up / spin down) in Eh: -0.3042 / -0.3043
Total energy in eV: -25852.268
Spin multiplicity: 1
Gap between HOMO and LUMO (spin up / spin down) in eV: 7.714 / 7.719

Population analysis type Löwdin, resulting atomic charges in e: S 0.80; S 0.77; O -0.63; C -0.88; C -0.33; H 0.03; H -0.02; H 0.00; H 0.25



# 5
Molecular formula: C2H4OS2
Method: DFT, wB97M-V/def2-TZVPD

XYZ file:
```
9
Properties=species:S:1:pos:R:3
S -2.21111 -0.37888 -0.00978
S 2.25430 -0.04501 0.04669
O -0.47879 1.49382 0.01796
C 0.56918 -0.70884 0.02519
C -0.71055 0.16888 -0.00242
H 2.82965 -0.94671 -0.71251
H 0.42753 1.85750 -0.35458
H 0.34229 -1.49813 -0.74287
H 0.38798 -1.34119 0.93918
```

## Properties
E_HOMO in Eh: -0.3306
Total energy in eV: -25855.762
Spin multiplicity: 1
Gap between HOMO and LUMO in eV: 9.365
Structure (SMILES): OC(=S)CS

Population analysis type Löwdin, resulting atomic charges in e: S 0.75; S 0.73; O -0.08; C -0.58; C -0.97; H -0.16; H 0.14; H 0.09; H 0.08



# 6
Molecular formula: C2H4OS3
Method: DFT, wB97M-V/def2-TZVPD

XYZ file:
```
10
Properties=species:S:1:pos:R:3
S 1.03659 -1.70503 -0.07784
S 2.21123 1.31084 -1.51263
S 2.67924 1.91867 0.27024
O 0.84100 1.55900 -1.93906
C -1.18109 -0.54725 0.96564
C -0.30502 -0.70316 -0.20757
H -1.31627 0.39368 1.46215
H -1.15135 -1.24667 1.78232
H -0.61804 -0.33780 -1.26993
H -2.19628 -0.64227 0.52668
```

## Properties
E_HOMO in Eh: -0.3265
Total energy in eV: -36690.005
Spin multiplicity: 1
Gap between HOMO and LUMO in eV: 6.965

Population analysis type Löwdin, resulting atomic charges in e: S 0.60; S 0.38; S 0.19; O -0.60; C -0.20; C -0.68; H 0.07; H 0.07; H 0.08; H 0.09



# 7
Molecular formula: C2H4P2S
Method: DFT, wB97M-V/def2-TZVPD

XYZ file:
```
9
Properties=species:S:1:pos:R:3
S -2.63315 -1.62045 0.02836
P -3.36908 0.29613 -0.00241
P -1.92588 1.73584 -0.06976
C -0.21608 -0.62430 -0.29224
C -0.43253 0.75220 0.24180
H 0.44806 1.40689 -0.09246
H -0.33449 0.71441 1.27129
H 0.33368 -1.37801 0.11562
H -0.48129 -0.69267 -1.31537
```

## Properties
E_HOMO (spin up / spin down) in Eh: -0.3038 / -0.3038
Total energy in eV: -31549.223
Spin multiplicity: 1
Gap between HOMO and LUMO (spin up / spin down) in eV: 7.112 / 7.111

Population analysis type Löwdin, resulting atomic charges in e: S 0.10; P 0.04; P 0.45; C -0.09; C -0.68; H 0.10; H 0.02; H 0.02; H 0.02



# 8
Molecular formula: C2H4P2S
Method: DFT, wB97M-V/def2-TZVPD

XYZ file:
```
9
Properties=species:S:1:pos:R:3
S -2.89631 0.67587 0.26150
P 1.10259 -1.71466 0.17791
P -1.76257 -0.86535 -0.02568
C 0.68502 1.04818 -0.05219
C 0.06232 -0.36914 -0.11232
H 1.06039 1.37056 -0.97256
H -0.05194 1.72503 0.30835
H 1.70245 1.02956 0.45743
H 0.09804 -2.90004 -0.04243
```

## Properties
E_HOMO in Eh: -0.3248
Total energy in eV: -31549.760
Spin multiplicity: 1
Gap between HOMO and LUMO in eV: 7.185
Structure (SMILES): [H]/P=C(/C)P=S

Population analysis type Löwdin, resulting atomic charges in e: S 0.08; P 0.77; P 0.32; C -0.22; C -0.97; H 0.04; H 0.02; H 0.08; H -0.12



- The lowest total energy belongs to which entry?
  C2H4OS3



What did the eighth record say?
Molecular formula: C2H4P2S
Method: DFT, wB97M-V/def2-TZVPD

XYZ file:
```
9
Properties=species:S:1:pos:R:3
S -2.89631 0.67587 0.26150
P 1.10259 -1.71466 0.17791
P -1.76257 -0.86535 -0.02568
C 0.68502 1.04818 -0.05219
C 0.06232 -0.36914 -0.11232
H 1.06039 1.37056 -0.97256
H -0.05194 1.72503 0.30835
H 1.70245 1.02956 0.45743
H 0.09804 -2.90004 -0.04243
```

## Properties
E_HOMO in Eh: -0.3248
Total energy in eV: -31549.760
Spin multiplicity: 1
Gap between HOMO and LUMO in eV: 7.185
Structure (SMILES): [H]/P=C(/C)P=S

Population analysis type Löwdin, resulting atomic charges in e: S 0.08; P 0.77; P 0.32; C -0.22; C -0.97; H 0.04; H 0.02; H 0.08; H -0.12